[1]
Below is a single C2H6N2OS molecule in a non-equilibrium geometry, with properties calculated with the ωB97M-V functional and the def2-TZVPD basis.

Each line ends with the Löwdin charge.
Element x y z (Å)
C: 2.50 0.32 0.09  -0.377
C: -0.35 0.02 -0.12  -0.802
H: 2.51 0.68 1.09  0.028
H: 3.43 -0.18 -0.16  0.032
H: 2.31 1.14 -0.57  0.031
H: -1.35 -1.80 0.15  0.127
H: -2.50 0.72 0.47  0.064
H: -3.18 -0.17 -0.76  0.110
N: -1.45 -0.80 -0.09  -0.117
N: -2.69 -0.22 0.17  0.018
O: -0.44 1.22 -0.17  0.010
S: 1.19 -0.93 -0.09  0.876

Output
ΔE to the lowest compared entry with this formula, charge and spin ... 101.2 kJ/mol
Structure (SMILES) ... CSC(=O)NN


[2]
Below is a molecular structure, C24H16Co2NO6 in a non-equilibrium geometry, with properties calculated with the ωB97M-V functional and the def2-TZVPD basis.

Each line ends with the Löwdin charge.
Element x y z (Å)
O: 3.74 3.52 2.38  0.075
C: 2.66 3.26 2.73  -0.188
Co: 1.04 2.94 3.31  0.054
C: 0.62 4.37 4.21  -0.201
O: 0.35 5.33 4.81  0.063
C: -0.07 2.93 1.95  -0.193
O: -0.87 2.91 1.12  0.094
C: 0.45 1.42 4.47  -0.225
C: -0.55 0.49 4.23  -0.276
C: -1.76 0.12 4.71  -0.097
C: -2.94 -0.10 3.90  -0.239
C: -4.09 0.70 4.13  -0.045
C: -5.21 0.57 3.32  -0.106
C: -5.21 -0.38 2.29  -0.114
C: -4.09 -1.19 2.06  -0.096
C: -2.98 -1.06 2.89  -0.047
Co: 0.99 0.03 3.42  0.056
C: 2.70 0.35 3.15  -0.170
O: 3.83 0.55 3.03  0.110
C: 0.66 0.24 1.69  -0.159
O: 0.62 0.33 0.54  0.111
C: 1.27 -1.64 4.03  -0.121
O: 1.56 -2.67 4.46  0.089
H: 0.74 1.73 5.50  0.076
H: -1.94 0.22 5.79  0.105
H: -4.07 1.43 4.95  0.107
H: -6.10 1.18 3.50  0.095
H: -6.08 -0.49 1.65  0.086
H: -4.08 -1.95 1.29  0.082
H: -2.12 -1.73 2.82  0.095
C: 0.60 -5.36 -1.00  -0.036
N: -0.27 -4.30 -0.55  -0.117
C: -0.10 -3.45 0.52  -0.033
C: -1.10 -2.47 0.51  -0.017
C: -1.95 -2.77 -0.62  -0.156
C: -1.40 -3.91 -1.27  -0.192
C: -1.89 -4.45 -2.44  -0.034
C: -3.03 -3.86 -2.99  -0.107
C: -3.63 -2.75 -2.36  -0.102
C: -3.08 -2.19 -1.20  -0.040
H: 0.03 -6.10 -1.58  0.077
H: 1.40 -5.01 -1.66  0.092
H: 1.08 -5.86 -0.16  0.088
H: 0.72 -3.57 1.22  0.118
H: -1.14 -1.60 1.14  0.061
H: -1.40 -5.30 -2.92  0.091
H: -3.46 -4.26 -3.91  0.092
H: -4.54 -2.32 -2.81  0.094
H: -3.52 -1.31 -0.72  0.100

Output
ΔE to the lowest compared entry with this formula, charge and spin ... 186.4 kJ/mol
Charge ... -1


[3]
Below is 13 unconnected molecules or ions with the total composition C53H69N9O12 in a non-equilibrium geometry, with properties calculated with the ωB97M-V functional and the def2-TZVPD basis.

Each line ends with the Löwdin charge.
Element x y z (Å)
N: -2.92 4.33 -3.43  0.079
C: -2.60 3.73 -2.25  -0.140
C: -3.08 2.50 -1.88  -0.062
C: -4.12 1.88 -2.68  -0.043
C: -4.48 2.55 -3.85  -0.083
C: -3.95 3.80 -4.10  -0.163
H: -1.77 4.13 -1.68  0.087
H: -2.64 1.95 -1.06  0.073
H: -4.43 0.84 -2.64  0.094
H: -5.17 2.18 -4.60  0.102
H: -4.35 4.10 -5.06  0.102
N: -0.07 1.06 0.46  0.061
C: 0.24 -0.19 0.92  -0.137
C: 1.53 -0.45 1.34  -0.079
C: 2.54 0.49 1.10  -0.075
C: 2.26 1.73 0.44  -0.067
C: 0.93 1.98 0.16  -0.126
H: -0.58 -0.74 1.34  0.092
H: 1.64 -1.37 1.89  0.102
H: 3.56 0.42 1.44  0.097
H: 3.02 2.49 0.39  0.115
H: 0.56 2.85 -0.36  0.084
N: 1.37 6.10 -5.47  0.051
C: 2.36 5.34 -4.95  -0.111
C: 2.26 4.55 -3.75  -0.089
C: 1.19 4.69 -2.99  -0.105
C: 0.19 5.60 -3.44  -0.048
C: 0.30 6.24 -4.67  -0.138
H: 3.17 5.12 -5.63  0.108
H: 3.10 3.89 -3.56  0.092
H: 1.18 4.26 -2.00  0.089
H: -0.66 5.63 -2.78  0.076
H: -0.48 6.88 -5.06  0.108
N: -3.38 -6.54 6.52  0.048
C: -2.12 -6.20 6.26  -0.126
C: -1.77 -5.42 5.08  -0.059
C: -2.77 -5.08 4.15  -0.086
C: -4.05 -5.47 4.51  -0.121
C: -4.34 -6.17 5.63  -0.156
H: -1.36 -6.36 7.02  0.093
H: -0.77 -5.03 4.90  0.064
H: -2.54 -4.54 3.25  0.090
H: -4.90 -5.02 4.01  0.098
H: -5.37 -6.42 5.81  0.103
N: -0.89 1.21 4.80  0.052
C: -0.63 1.69 6.01  -0.145
C: -0.58 0.88 7.19  -0.058
C: -0.58 -0.47 7.03  -0.109
C: -0.91 -1.03 5.83  -0.062
C: -1.06 -0.17 4.72  -0.099
H: -0.50 2.74 6.25  0.105
H: -0.39 1.23 8.19  0.105
H: -0.34 -1.16 7.82  0.114
H: -1.20 -2.07 5.71  0.099
H: -1.18 -0.55 3.72  0.081
C: -1.41 -0.76 -3.84  -0.159
C: -0.27 -1.46 -4.55  -0.083
O: -0.98 -2.38 -5.39  0.096
C: -2.19 -2.57 -4.96  -0.533
O: -2.96 -3.45 -5.39  0.112
O: -2.45 -1.65 -3.98  0.048
H: -1.80 0.15 -4.30  0.128
H: -1.12 -0.51 -2.82  0.128
H: 0.39 -2.00 -3.87  0.113
H: 0.31 -0.81 -5.19  0.113
C: 3.49 -0.90 -3.35  -0.054
C: 3.45 -0.05 -2.05  -0.090
O: 4.09 1.18 -2.45  0.033
C: 4.31 1.18 -3.79  -0.521
O: 4.89 2.14 -4.35  0.093
O: 3.97 0.02 -4.39  0.072
H: 2.49 -1.19 -3.68  0.100
H: 4.10 -1.79 -3.24  0.129
H: 4.02 -0.53 -1.25  0.101
H: 2.47 0.30 -1.71  0.107
C: -1.90 3.32 2.78  -0.100
C: -3.07 2.91 1.81  -0.138
O: -3.35 4.09 1.17  0.055
C: -2.55 5.10 1.56  -0.499
O: -2.15 6.15 0.92  0.058
O: -1.97 4.72 2.64  0.067
H: -0.87 3.07 2.52  0.113
H: -2.04 2.95 3.79  0.094
H: -3.91 2.62 2.45  0.128
H: -2.76 2.05 1.22  0.101
C: 0.42 3.58 -7.03  -0.137
C: 0.02 2.98 -5.73  -0.136
O: 0.15 1.59 -5.91  0.030
C: 0.82 1.37 -7.11  -0.520
O: 0.99 0.29 -7.60  0.161
O: 1.11 2.56 -7.65  0.077
H: 1.15 4.38 -7.13  0.120
H: -0.45 3.84 -7.64  0.139
H: -1.03 3.14 -5.47  0.127
H: 0.61 3.29 -4.87  0.094
C: 0.48 -5.64 -2.34  -0.116
C: 0.73 -5.02 -1.00  -0.275
C: 0.04 -5.80 0.07  -0.206
C: 0.29 -5.41 1.42  -0.241
N: 0.51 -5.07 2.47  0.166
H: 1.02 -6.57 -2.49  0.080
H: 0.84 -4.93 -3.08  0.071
H: -0.55 -5.97 -2.53  0.085
H: 0.37 -4.00 -1.15  0.104
H: 1.80 -5.00 -0.81  0.122
H: 0.51 -6.78 0.00  0.133
H: -1.03 -6.01 -0.02  0.134
C: 3.81 2.29 5.95  -0.094
C: 3.08 1.56 4.78  -0.230
C: 2.81 0.06 5.05  -0.195
C: 3.92 -0.84 4.98  -0.243
N: 4.80 -1.54 4.84  0.160
H: 3.89 3.37 5.79  0.070
H: 4.77 1.80 6.11  0.073
H: 3.24 2.32 6.89  0.066
H: 3.70 1.59 3.89  0.090
H: 2.22 2.21 4.60  0.095
H: 2.06 -0.32 4.36  0.096
H: 2.33 0.10 6.03  0.110
C: 7.98 -1.26 -0.15  -0.096
C: 6.49 -1.27 0.09  -0.283
C: 5.95 -2.38 1.01  -0.181
C: 6.38 -3.79 0.78  -0.218
N: 6.77 -4.86 0.59  0.142
H: 8.22 -0.81 -1.12  0.082
H: 8.30 -2.30 -0.06  0.074
H: 8.41 -0.64 0.63  0.077
H: 6.22 -1.54 -0.93  0.088
H: 6.03 -0.30 0.29  0.103
H: 4.86 -2.44 1.03  0.100
H: 6.27 -2.05 2.00  0.110
C: -5.75 -1.86 1.00  -0.085
C: -6.25 -0.36 1.11  -0.210
C: -7.19 -0.03 -0.10  -0.205
C: -8.41 -0.84 -0.35  -0.212
N: -9.38 -1.45 -0.46  0.136
H: -4.71 -2.06 1.26  0.055
H: -5.89 -2.16 -0.04  0.063
H: -6.35 -2.57 1.56  0.068
H: -5.45 0.38 0.99  0.085
H: -6.87 -0.12 1.97  0.101
H: -6.57 -0.31 -0.95  0.091
H: -7.20 1.06 -0.15  0.113

Output
DFT total energy ... -94053.7926 eV


[4]
Below is a single C5H10ClPS molecule in a non-equilibrium geometry, with properties calculated with the ωB97M-V functional and the def2-TZVPD basis.

Each line ends with the Löwdin charge.
Element x y z (Å)
C: -0.67 -0.82 1.28  -0.365
C: 0.95 -1.29 -0.49  0.044
C: 0.15 -0.17 0.16  -0.688
C: -0.86 0.33 -0.90  -0.108
C: 0.92 1.04 0.68  -0.073
P: 0.31 -2.23 2.18  0.091
S: -1.11 -3.36 3.13  0.104
Cl: 1.58 -1.14 3.28  0.251
H: -0.64 -0.12 2.13  0.062
H: -1.66 -1.18 1.03  0.071
H: 0.48 -1.93 -1.29  0.084
H: 2.01 -1.44 -0.45  0.047
H: -1.46 -0.39 -1.55  0.096
H: -0.48 1.05 -1.72  0.105
H: -1.75 0.90 -0.60  0.070
H: 1.60 1.46 0.00  0.058
H: 1.46 0.66 1.62  0.037
H: 0.14 1.83 0.92  0.115

Output
ΔE to the lowest compared entry with this formula, charge and spin ... 276.6 kJ/mol


[5]
Below is a molecular structure, C13H18N2O7PPdS2 in a non-equilibrium geometry, with properties calculated with the ωB97M-V functional and the def2-TZVPD basis.

Each line ends with the Löwdin charge.
Element x y z (Å)
Pd: -0.46 0.06 -1.20  0.778
O: -6.89 2.41 -0.69  -0.013
C: -6.47 1.51 0.05  -0.693
O: -7.03 0.73 0.83  -0.028
C: -4.99 1.13 -0.24  -0.058
C: -4.39 0.08 0.46  0.026
C: -3.08 -0.25 0.21  -0.099
N: -2.37 0.43 -0.70  -0.060
C: -2.92 1.45 -1.39  -0.155
C: -4.23 1.82 -1.18  0.087
C: -1.98 2.13 -2.35  -0.530
O: -2.30 3.03 -3.07  0.141
O: -0.73 1.63 -2.35  -0.177
H: -4.98 -0.44 1.20  0.122
H: -2.56 -1.05 0.73  0.106
H: -4.68 2.64 -1.73  0.140
C: 2.83 4.07 0.75  -0.061
C: 3.27 2.66 1.07  -0.264
O: 2.99 1.82 -0.09  -0.318
P: 2.17 0.48 0.06  -0.084
S: 1.83 -0.24 -1.77  0.427
S: 0.40 0.73 0.99  0.451
O: 3.02 -0.48 1.00  -0.336
C: 4.32 -0.95 0.55  -0.266
C: 4.29 -2.45 0.45  -0.070
H: 3.05 4.72 1.60  0.086
H: 1.76 4.10 0.56  0.084
H: 3.35 4.44 -0.13  0.086
H: 2.74 2.26 1.94  0.098
H: 4.34 2.59 1.25  0.123
H: 5.04 -0.59 1.29  0.124
H: 4.56 -0.49 -0.41  0.107
H: 4.03 -2.89 1.41  0.081
H: 5.28 -2.82 0.17  0.086
H: 3.58 -2.77 -0.30  0.071
C: -0.68 -4.40 -0.40  0.022
C: -0.36 -2.96 -0.11  -0.550
N: 0.28 -2.68 1.02  0.205
O: -0.71 -2.09 -0.93  -0.108
H: -0.19 -5.09 0.28  0.083
H: -0.39 -4.62 -1.43  0.098
H: -1.76 -4.52 -0.33  0.102
H: 0.53 -3.41 1.66  0.120
H: 0.48 -1.71 1.27  0.015

Output
DFT total energy ... -65526.9575 eV
Spin multiplicity ... 2
⟨S²⟩ ... 0.758


[6]
Below is 2 unconnected molecules or ions with the total composition C5H14NO in a non-equilibrium geometry, with properties calculated with the ωB97M-V functional and the def2-TZVPD basis.

Each line ends with the Löwdin charge.
Element x y z (Å)
C: 2.52 0.18 0.77  -0.128
C: 1.15 0.13 1.46  -0.236
C: -0.11 1.00 0.81  -0.091
C: -0.24 0.87 -0.81  -0.046
C: -1.19 0.23 -1.42  -0.039
N: -0.96 -0.20 -2.92  0.198
H: 2.93 1.19 0.78  0.074
H: 2.28 -0.11 -0.29  0.069
H: 3.06 -0.64 1.21  0.070
H: 1.28 0.50 2.55  0.124
H: 0.95 -1.00 1.65  0.117
H: 0.02 2.04 0.99  0.090
H: -0.95 0.53 1.24  0.047
H: 0.46 1.51 -1.31  0.113
H: -2.15 -0.03 -1.13  0.099
H: -1.04 -1.24 -3.12  0.197
H: -0.02 0.10 -3.10  0.132
H: -1.68 0.29 -3.48  0.165
H: -2.65 -1.35 2.45  0.102
H: -1.67 -2.40 1.93  -0.019
O: -1.99 -1.58 1.72  -0.041

Output
ΔE to the lowest compared entry with this formula, charge and spin ... 305.6 kJ/mol
Charge ... +1


Number 1: molecular weight 106.2 g/mol. Number 2: molecular weight 532.3 g/mol. Number 3: molecular weight 1024.2 g/mol. Number 4: molecular weight 168.6 g/mol. Number 5: molecular weight 515.8 g/mol. Number 6: molecular weight 104.2 g/mol.